This record from OMol25 describes 9 unconnected molecules or ions with the total composition C74H156Br2N8O8 in a non-equilibrium geometry. The level of theory is the ωB97M-V functional and the def2-TZVPD basis.

The geometry in XYZ format:
```
248
C74H156Br2N8O8 (the ωB97M-V functional and the def2-TZVPD basis)
C -4.53737 3.88558 6.61188
C -4.32484 2.43731 7.07871
C -3.52021 2.49896 8.45231
C -5.71320 1.77903 7.25275
C -6.33077 1.58522 5.87336
C -5.49609 0.81245 4.91133
C -4.07419 1.37915 4.69168
C -3.06388 0.33012 4.03024
C -4.22820 2.65981 3.77704
N -3.52539 1.58632 6.08463
O -2.26966 2.29611 5.95997
H -5.35113 3.91055 5.89611
H -4.97008 4.45513 7.48951
H -3.61923 4.34896 6.24090
H -3.98691 3.10440 9.24663
H -3.46232 1.56570 8.92454
H -2.51701 2.86987 8.15500
H -5.51775 0.83001 7.68073
H -6.35666 2.41606 7.97055
H -7.16216 0.89539 5.99620
H -6.65500 2.59095 5.52074
H -5.84446 0.86284 3.88916
H -5.55954 -0.22917 5.23445
H -2.18527 0.87808 3.62444
H -3.56263 -0.11618 3.14434
H -2.82606 -0.48418 4.65369
H -4.19499 2.46489 2.68719
H -3.37093 3.25417 4.04620
H -5.15108 3.22527 3.93740
H -1.57678 1.59968 5.98261
C 2.15520 6.90678 -3.17354
C 1.09835 6.29380 -2.30884
C 1.63704 6.14118 -0.91169
C -0.13730 7.24658 -2.12340
C -1.01425 7.31264 -3.37419
C -1.43774 5.89942 -3.78721
C -0.28147 4.85973 -3.89655
C -0.91620 3.35636 -3.93362
C 0.45942 4.99135 -5.20068
N 0.58949 4.95690 -2.73475
O 1.63397 4.00516 -2.87818
H 2.97017 6.19630 -3.28910
H 1.77265 7.16366 -4.14861
H 2.45434 7.88971 -2.81395
H 0.85900 5.88556 -0.23774
H 2.41911 5.37299 -0.92708
H 2.07515 7.09704 -0.64714
H -0.82888 6.83979 -1.32760
H 0.31984 8.17393 -1.86450
H -1.85914 8.04331 -3.20859
H -0.52723 7.82521 -4.19955
H -2.06339 5.89357 -4.65528
H -2.11504 5.50391 -2.99222
H -1.49071 3.09544 -4.81468
H -1.59219 3.18745 -3.04180
H -0.18510 2.60806 -3.84132
H 0.97296 5.93638 -5.38600
H -0.23565 4.91875 -6.05842
H 1.17591 4.18645 -5.36114
H 1.24819 3.19285 -2.45959
C 5.97305 1.67832 -0.86975
C 6.35686 1.45178 0.56945
C 7.79993 1.82254 0.78456
C 5.43952 2.25683 1.47886
C 5.69047 1.87289 2.93267
C 5.33428 0.37769 3.06638
C 6.15752 -0.57169 2.21310
C 7.61938 -0.76259 2.79655
C 5.69274 -2.09692 2.09074
N 6.03148 -0.00697 0.82356
O 7.00440 -0.62648 -0.03763
H 6.04706 2.73818 -1.18229
H 6.67656 1.13467 -1.45802
H 4.93601 1.36977 -1.08701
H 7.97382 2.78344 0.28010
H 8.26038 1.90676 1.75281
H 8.50136 1.14905 0.29074
H 5.65726 3.28505 1.36323
H 4.38883 2.10877 1.28573
H 6.78399 1.97229 3.12656
H 5.08616 2.42547 3.64038
H 4.30742 0.18379 2.77826
H 5.45635 0.01121 4.10336
H 8.06359 -1.64591 2.32717
H 7.54425 -0.99611 3.89236
H 8.24583 0.10436 2.66374
H 4.73471 -2.22754 1.54238
H 5.57287 -2.57442 3.05504
H 6.44221 -2.71420 1.66322
H 6.51116 -1.41420 -0.43715
C -6.77549 -2.29203 -0.42187
C -6.97951 -1.21893 -1.48835
C -7.28189 -1.81441 -2.83022
C -8.17729 -0.25543 -1.08592
C -7.75055 0.73893 -0.00549
C -6.44157 1.48424 -0.33211
C -5.25381 0.52182 -0.71355
C -4.20451 1.38948 -1.40635
C -4.64243 -0.08200 0.53424
N -5.80745 -0.37308 -1.74004
O -4.75668 -1.26154 -2.21549
H -7.54985 -3.06824 -0.50098
H -5.83894 -2.80601 -0.46395
H -6.87794 -1.83113 0.54182
H -6.47411 -2.54407 -2.99454
H -8.24395 -2.28048 -2.83742
H -7.07231 -1.02734 -3.56550
H -8.63303 0.07330 -1.98526
H -9.03779 -0.77472 -0.68845
H -8.46143 1.49037 0.35038
H -7.55143 0.11842 0.85869
H -6.18873 1.92284 0.60493
H -6.68444 2.24767 -1.05632
H -4.50036 1.67880 -2.40373
H -3.25560 0.82111 -1.54402
H -3.97912 2.29809 -0.85507
H -4.27296 0.76118 1.21845
H -3.75724 -0.76759 0.41293
H -5.35607 -0.60894 1.22651
H -4.58170 -0.96508 -3.14297
C 4.12072 -3.80675 -2.66542
C 2.99839 -4.87586 -2.55385
C 1.56886 -4.05175 -2.69195
C 3.06767 -5.73385 -3.81344
C 2.24182 -6.97293 -3.72737
C 2.73449 -7.71987 -2.55929
C 2.50252 -6.97071 -1.16285
C 1.04086 -6.75082 -0.81067
C 3.17475 -7.83779 -0.05264
N 3.19973 -5.71627 -1.33803
O 3.11386 -4.89385 -0.19614
H 3.88127 -3.17609 -3.59246
H 4.33325 -3.13547 -1.82650
H 5.05180 -4.39633 -2.83908
H 1.37020 -3.38365 -1.78814
H 1.60466 -3.51699 -3.62148
H 0.67459 -4.71212 -2.73779
H 2.75351 -5.06123 -4.59738
H 4.07368 -6.00520 -4.16144
H 1.17436 -6.69856 -3.70566
H 2.34189 -7.57583 -4.58845
H 3.83346 -7.84285 -2.70539
H 2.39724 -8.76810 -2.38232
H 0.81601 -7.50091 -0.08124
H 0.40471 -6.89365 -1.73727
H 0.89005 -5.77323 -0.36369
H 4.29649 -7.93854 -0.20634
H 2.79877 -8.85843 -0.11086
H 2.91794 -7.45584 0.93931
H 2.20257 -4.55765 -0.11079
C 0.10269 3.17113 0.67162
C 0.41855 1.61671 0.48807
C 0.97112 1.05851 1.84243
C -0.92112 0.93596 0.07126
C -0.76021 -0.41687 -0.53728
C 0.23272 -0.34211 -1.63890
C 1.57432 0.20921 -1.29678
C 2.37014 -0.77866 -0.46318
C 2.35633 0.60078 -2.50379
N 1.28098 1.51730 -0.62472
O 2.46809 2.26516 -0.29778
H 0.95319 3.73441 1.09985
H -0.16271 3.69120 -0.24097
H -0.72149 3.36018 1.33616
H 0.42156 1.46913 2.69350
H 1.02090 -0.04265 1.89753
H 1.97523 1.42914 1.98737
H -1.58201 0.90719 0.96996
H -1.34786 1.59212 -0.63175
H -0.52963 -1.06705 0.27002
H -1.73403 -0.83213 -0.97079
H -0.34162 0.27491 -2.40610
H 0.30714 -1.33472 -2.12421
H 3.24319 -0.45689 0.14449
H 2.63834 -1.57511 -1.17528
H 1.71975 -1.28107 0.22316
H 1.91105 1.36661 -3.18358
H 2.46831 -0.32315 -3.10909
H 3.38387 0.91411 -2.23990
H 2.36359 3.06851 -0.82813
C 1.22246 -6.44869 3.81243
C 0.97604 -4.97166 3.89525
C 1.55200 -4.39322 2.59634
C -0.49687 -4.57861 3.99557
C -0.73728 -3.14194 4.38883
C -0.00074 -2.87437 5.73351
C 1.49451 -3.11070 5.59955
C 2.07420 -2.05417 4.66571
C 2.13843 -3.02308 6.96369
N 1.69181 -4.49604 5.10202
O 3.10986 -4.83869 5.03469
H 1.02773 -7.04549 4.75908
H 0.63867 -6.81783 2.95742
H 2.28926 -6.61261 3.48256
H 1.22358 -3.43863 2.29498
H 2.62464 -4.28466 2.69028
H 1.21968 -5.07266 1.79272
H -0.96717 -4.73795 2.97122
H -1.00105 -5.15165 4.77942
H -0.42716 -2.45737 3.64861
H -1.80351 -2.91081 4.46862
H -0.44053 -3.51685 6.54522
H -0.04552 -1.79907 6.00494
H 1.79284 -1.07674 4.91443
H 1.85808 -2.18170 3.65106
H 3.17372 -1.95881 4.66745
H 1.50156 -3.37967 7.78166
H 2.35181 -1.98711 7.14443
H 3.08046 -3.63675 6.92149
H 3.57586 -4.13380 4.47694
C -1.27854 2.15293 -8.09630
C -0.90919 0.73829 -7.59462
C -0.90634 -0.30306 -8.72724
C 0.57656 0.90617 -7.00376
C 0.96421 -0.38140 -6.27425
C -0.07783 -0.75880 -5.24582
C -1.55333 -0.79716 -5.70399
C -1.79496 -2.24414 -6.33140
C -2.42237 -0.59379 -4.50060
N -1.82955 0.44276 -6.53992
O -3.12734 0.35126 -7.04177
H -2.08766 2.30345 -8.82186
H -1.58987 2.69298 -7.25085
H -0.45854 2.82957 -8.46427
H -1.91153 -0.58461 -9.04309
H -0.35586 0.22878 -9.54328
H -0.35852 -1.19943 -8.52798
H 1.16192 1.25506 -7.90574
H 0.61806 1.79513 -6.30213
H 1.10836 -1.18196 -6.98461
H 1.93100 -0.22254 -5.79636
H 0.06230 0.02325 -4.46948
H 0.12061 -1.74344 -4.74413
H -2.85236 -2.15495 -6.72339
H -1.72261 -2.96712 -5.50707
H -1.00263 -2.45718 -7.05499
H -3.34480 -0.21083 -4.86410
H -2.08136 0.26739 -3.87731
H -2.49297 -1.46502 -3.89843
H -3.63595 1.10937 -6.73903
Br 0.75602 6.25301 3.49078
C 1.77947 4.87993 4.38191
C 0.88769 3.84382 5.03709
Br 2.02612 2.48743 5.91090
H 2.37842 5.41870 5.17230
H 2.46935 4.41743 3.68837
H 0.24133 3.25103 4.36606
H 0.25076 4.35438 5.78885
```

Computed properties:
Relative energy (zero: lowest compared OMol25 entry of this formula, charge and spin) = 170.16 kJ/mol